Below is a cluster of 3 separate species, C3H14N2O2 in total in a non-equilibrium geometry, with properties calculated with ωB97M-V with the def2-TZVPD basis set.

Summary:
Strongest force on any atom (eV Å⁻¹): 6.0
2S+1: 2
Net charge: +1
Expectation value of S²: 0.75
Energy relative to the best compared isomer or geometry (same formula, charge and spin) (kJ/mol): 145.0

The geometry in XYZ format:
```
21
Properties=species:S:1:pos:R:3:forces:R:3:lowdin_spin:R:1
O 1.89249 -0.78947 1.81366 0.101 -2.184 -0.870 -0.002
O 0.95897 2.03369 1.55765 -0.692 -3.648 -1.529 0.000
N 0.54246 -2.51239 -0.08486 -1.167 2.990 -1.753 0.815
N -0.99349 1.97220 -1.46049 -0.812 -2.443 -2.287 0.017
C -0.62145 -0.38013 -1.15030 5.687 0.239 -1.781 0.041
C -1.69547 0.67153 -1.09676 1.881 1.955 -0.325 0.009
C -0.68919 -1.56090 -0.30036 -1.086 -3.380 4.505 0.058
H 1.73364 -0.44331 2.66342 -0.425 0.234 1.920 0.000
H -1.41384 -2.32287 -0.48180 -0.956 -0.226 -1.070 0.003
H -2.05345 0.81177 -0.08682 -0.602 -0.429 0.133 0.000
H -1.04750 -1.22957 0.74841 1.292 -0.474 -1.096 0.015
H 1.28451 -2.03338 0.42256 0.561 -0.248 0.898 0.022
H 0.80320 -3.23017 -0.78859 -0.465 0.271 0.722 0.022
H -1.30683 2.32092 -2.37591 0.239 -0.153 0.778 0.000
H 0.27710 2.60552 1.32170 -1.961 1.315 -0.827 0.000
H -1.06522 2.67606 -0.79662 -0.470 1.296 1.339 0.001
H -0.28364 -0.76508 -2.15662 -1.155 0.796 0.361 0.000
H 0.41127 0.10476 -0.86766 -1.976 -0.309 -0.161 0.000
H 1.49610 2.55640 2.05209 2.780 2.288 2.394 0.000
H 1.96148 -0.00766 1.31887 0.197 1.935 -1.365 0.000
H -2.41450 0.40118 -1.84158 -0.973 0.174 0.014 0.001
```
Positions in Å, forces in eV/Å.